(1)
Molecular formula: C5H12CeClO2Sm
Method: DFT, ωB97M-V/def2-TZVPD

The geometry in XYZ format:
```
22
C5H12CeClO2Sm (ωB97M-V/def2-TZVPD)
Sm 0.51226 -0.78550 -0.32301
Cl 0.28318 1.53593 -1.99748
C -1.53578 -1.53577 0.40224
H -1.30646 -2.28812 1.17150
H -2.11281 -1.90281 -0.44532
H -1.94822 -0.65571 0.90117
Ce 0.57835 0.18242 -4.20478
C -1.33180 1.28709 -5.14954
C 2.23965 1.81548 -4.57350
C 0.76104 -1.69401 -2.68693
H 2.98444 1.72080 -3.77904
H 2.71430 1.61784 -5.54794
H 1.87978 2.84693 -4.55897
H -2.22408 0.87037 -4.66386
H -1.32689 2.37473 -5.00808
H -1.35483 1.06018 -6.23007
H 0.12166 -2.32906 -3.37413
H 1.73935 -2.04126 -3.15697
O 0.31519 0.54972 1.58556
C 0.78236 -0.41447 2.31267
O 1.23460 -1.48354 1.78208
H 0.71258 -0.32214 3.42910
```

Expectation value of S²   9.06
HOMO energy (spin up / spin down)   -7.5534 / -7.4945 eV
2S+1   6
ΔE to the lowest compared entry with this formula, charge and spin   0.000 eV



(2)
Molecular formula: C4H7NO2
Method: DFT, ωB97M-V/def2-TZVPD

The geometry in XYZ format:
```
14
C4H7NO2 (ωB97M-V/def2-TZVPD)
C 2.09562 0.57534 0.00336
C 0.61179 0.70249 -0.02353
C -0.33994 -0.32272 -0.10247
N -0.18712 -1.70928 0.05392
C -1.52525 0.43318 -0.36703
O -2.73036 0.07616 0.08911
O 0.00297 1.83742 0.02877
H -2.72110 -0.03362 1.05310
H -0.15495 -2.04351 1.00819
H -0.81866 -2.25989 -0.51560
H -1.65659 1.06991 -1.23665
H 2.41494 -0.43042 -0.27236
H 2.53040 1.27696 -0.71375
H 2.47825 0.82799 0.99494
```

HOMO energy   -7.9157 eV
ΔE to the lowest compared entry with this formula, charge and spin   3.088 eV
SMILES   CC(=O)/C(N)=C/O



(3)
Molecular formula: C3H5NOS
Method: DFT, ωB97M-V/def2-TZVPD

The geometry in XYZ format:
```
11
C3H5NOS (ωB97M-V/def2-TZVPD)
C -0.94272 -0.84684 -1.55474
C -0.53507 0.46485 -1.35029
C 0.63527 -0.84119 0.90900
H 0.05483 -1.14965 -2.75213
H -2.29025 -0.62422 -1.77171
H -0.38467 -1.72626 -0.38122
H -0.25427 1.01605 -2.19343
H 0.67744 -1.42876 1.77983
N -0.24966 1.26240 -0.34004
O 1.09100 -1.34567 -0.14326
S 0.01698 0.82378 1.30133
```

HOMO energy   -9.0212 eV
ΔE to the lowest compared entry with this formula, charge and spin   8.305 eV



(4)
Molecular formula: C3H17NSi4
Method: DFT, ωB97M-V/def2-TZVPD

The geometry in XYZ format:
```
25
C3H17NSi4 (ωB97M-V/def2-TZVPD)
C -1.56827 -2.66276 -1.73289
C 0.05237 0.75212 2.58152
C 0.30629 2.71947 -0.14350
N -0.62377 -0.10724 -0.27067
Si -0.24576 -1.25663 -1.54907
Si -0.70230 -0.61364 1.44087
Si -1.08214 1.54930 -0.71416
Si 3.96801 -0.15812 -0.28844
H -1.95049 -2.86322 -0.80412
H -2.38816 -2.43072 -2.54734
H -1.04850 -3.46299 -2.12149
H 1.09452 0.98110 2.19828
H -0.48389 1.70457 2.64647
H 0.34917 0.32077 3.44595
H 0.15418 2.98992 0.90791
H 1.20057 2.27397 -0.30920
H 0.38979 3.79472 -0.58113
H 0.79447 -2.06245 -1.07876
H 0.16925 -0.61353 -2.75491
H 0.42370 -1.47304 1.49234
H -2.00450 -1.47133 1.79552
H -2.21587 1.86509 0.19750
H -1.23694 1.50435 -2.16176
H 3.29083 -1.33007 -0.60701
H 3.35744 0.05035 0.95807
```

HOMO energy   -8.5801 eV
ΔE to the lowest compared entry with this formula, charge and spin   3.717 eV



(5)
Molecular formula: C4H9N2O
Method: DFT, ωB97M-V/def2-TZVPD

The geometry in XYZ format:
```
16
C4H9N2O (ωB97M-V/def2-TZVPD)
C -1.23492 -0.65284 0.99657
C -0.66106 0.00219 -0.21096
C -1.10744 -0.04842 -1.49443
N -0.21617 0.68329 -2.25015
C 0.80151 1.07096 -1.49151
N 0.55034 0.65671 -0.25357
H -0.95906 -0.08997 1.88396
H -2.31804 -0.67408 0.93801
H -0.83577 -1.65843 1.11439
H -1.97846 -0.48739 -1.94173
H -0.25574 0.67320 -3.26143
H 1.49490 1.84873 -1.76123
H 1.26516 0.64803 0.47856
H 2.40152 -1.16080 2.30647
H 1.38970 -0.21790 2.90017
O 1.66353 -0.59329 2.04688
```

HOMO energy   -13.9449 eV
ΔE to the lowest compared entry with this formula, charge and spin   0.101 eV
Net charge   +1



(6)
Molecular formula: C31H44BrN2OS3Si2W
Method: DFT, ωB97M-V/def2-TZVPD

The geometry in XYZ format:
```
85
C31H44BrN2OS3Si2W (ωB97M-V/def2-TZVPD)
W 9.13438 9.05724 16.26962
S 5.06703 8.96474 15.14454
C 6.67269 9.02247 15.41262
S 7.67836 7.53052 15.60475
S 7.62779 10.61398 15.65194
N 12.02823 11.76819 20.41657
C 11.12884 10.92107 21.07473
O 11.05565 10.83390 22.29194
C 10.26290 10.06870 20.19686
C 9.31575 9.31622 20.92983
C 8.79682 8.15913 20.32700
C 9.05160 7.96281 18.97324
N 9.62899 8.93561 18.21867
C 10.31683 9.93085 18.84518
H 12.53604 12.40526 21.01577
H 11.93428 11.97614 19.45622
H 9.09848 9.58558 21.95686
H 8.25034 7.38749 20.87649
H 8.75689 7.07342 18.43968
H 10.97764 10.56335 18.23971
C 13.37081 12.94902 15.34458
C 11.98302 12.71960 15.31651
C 11.48398 11.48634 15.60382
C 12.38006 10.42044 15.80415
C 13.74564 10.61037 15.79937
C 14.25405 11.89685 15.53748
Si 11.72958 8.63415 16.04941
C 12.86244 7.59324 14.92536
C 13.39835 8.21844 13.76856
C 14.31474 7.55486 12.94413
C 14.70282 6.25145 13.28873
C 14.23362 5.65319 14.47389
C 13.32903 6.32277 15.29640
H 13.74567 13.97887 15.23077
H 11.27800 13.53096 15.17401
H 10.38733 11.32083 15.67011
H 14.43098 9.76047 15.94774
H 15.31312 12.06427 15.58629
H 12.42540 8.32361 17.41978
H 13.07592 9.20961 13.51307
H 14.70748 8.06567 12.07280
H 15.48471 5.72852 12.72533
H 14.55482 4.63027 14.73887
H 12.91995 5.82899 16.18879
C 8.04542 6.64535 10.81676
C 7.55480 7.96216 10.18221
C 7.10520 7.77162 8.72684
C 6.35976 8.50558 10.99382
Si 9.17911 9.18077 10.22150
Br 9.92929 9.25293 13.65340
C 8.75599 11.07108 9.93557
C 9.74572 11.92540 10.78308
C 8.80536 11.44477 8.43677
C 7.35422 11.48872 10.47742
C 10.88441 8.61992 9.33881
C 10.66159 8.32975 7.83709
C 11.98023 9.74350 9.48942
C 11.37346 7.35525 10.10448
H 7.16708 6.02584 10.99710
H 8.49420 6.83490 11.80320
H 8.71625 6.11648 10.15384
H 6.30970 7.04638 8.66036
H 7.87892 7.36672 8.06949
H 6.75884 8.70163 8.30428
H 5.70160 7.68672 11.16266
H 5.80926 9.24298 10.37568
H 6.61503 8.94077 11.96515
H 10.71622 12.04626 10.27901
H 9.91573 11.47200 11.75809
H 9.32360 12.92923 10.95027
H 9.78458 11.23962 7.96570
H 8.62942 12.52700 8.33382
H 8.04940 10.95993 7.86334
H 7.27696 11.21954 11.54010
H 6.56449 11.06110 9.89709
H 7.28307 12.57957 10.43854
H 10.17990 9.13307 7.27848
H 10.07520 7.43830 7.68154
H 11.60980 8.18371 7.35903
H 11.72354 10.63893 8.92292
H 12.85846 9.33368 8.99623
H 12.19958 9.98163 10.51845
H 10.91431 6.47578 9.70660
H 11.13737 7.44877 11.16012
H 12.46131 7.28116 10.02242
```

HOMO energy (spin up / spin down)   -16.2164 / -16.2101 eV
Net charge   +3



(7)
Molecular formula: C6H15N
Method: DFT, ωB97M-V/def2-TZVPD

The geometry in XYZ format:
```
22
C6H15N (ωB97M-V/def2-TZVPD)
C -1.87193 1.98593 -0.98263
N -1.45678 0.60651 -0.58944
C -0.05918 0.41077 -0.19975
C 0.52358 -0.91136 -0.55030
C 2.01346 -0.68995 -0.35976
C 0.16092 -2.14629 0.39162
C 0.02622 0.58114 1.47203
H -2.54236 1.89213 -1.79265
H -1.00966 2.73037 -1.16590
H -2.44921 2.45922 -0.23404
H -2.18569 0.23797 0.03009
H 0.55451 1.15777 -0.68156
H 0.34814 -1.14630 -1.62268
H 2.31627 0.12748 0.42934
H 2.69695 -1.61121 -0.37288
H 2.57187 -0.25711 -1.27639
H -0.87179 -2.53599 0.38682
H 0.47696 -1.94374 1.54239
H 0.73707 -3.01458 0.25420
H -0.16359 -0.44549 1.85512
H 0.95419 1.14410 1.70263
H -0.76996 1.36863 1.76374
```

Expectation value of S²   0.75
HOMO energy (spin up / spin down)   1.4624 / -4.8407 eV
2S+1   2
ΔE to the lowest compared entry with this formula, charge and spin   2.195 eV
Net charge   -1



(8)
Molecular formula: CF3LiNO4PtS3
Method: DFT, ωB97M-V/def2-TZVPD

The geometry in XYZ format:
```
14
CF3LiNO4PtS3 (ωB97M-V/def2-TZVPD)
Pt 1.35898 -0.85209 0.87082
N -0.10466 -0.11404 1.69309
S -0.99358 0.67284 0.77544
O -0.49555 1.15082 -0.57391
C -2.31586 -0.49260 0.15029
F -3.09473 -0.90438 1.15185
F -1.73790 -1.56157 -0.40220
F -3.09554 0.07879 -0.76873
Li 1.10287 0.64345 -1.45055
S 3.30597 -1.20384 -1.20284
O 1.66039 -1.35299 -0.97234
S 3.51259 0.54489 0.06720
O 2.65232 1.60068 -0.75518
O -1.75529 1.79003 1.41706
```

Expectation value of S²   2.01
HOMO energy (spin up / spin down)   -4.3460 / -4.7082 eV
2S+1   3
ΔE to the lowest compared entry with this formula, charge and spin   0.000 eV
Net charge   -1



(9)
Molecular formula: C3H3LiO4Rb
Method: DFT, ωB97M-V/def2-TZVPD

The geometry in XYZ format:
```
12
C3H3LiO4Rb (ωB97M-V/def2-TZVPD)
H -1.94520 -1.57084 0.51772
C -2.13647 -0.35692 0.04873
C -0.70964 -0.66613 0.23399
O 0.03131 0.40189 0.05157
C 1.46504 0.31033 -0.16959
O 2.02504 -0.71636 0.19943
O 1.93682 1.36630 -0.58410
O -2.49933 0.85336 0.32264
Rb 5.83632 0.42987 -1.00747
H -2.53164 -0.83109 -0.88314
H -0.27550 -1.39418 0.93370
Li -1.19674 2.17376 0.33653
```

HOMO energy (spin up / spin down)   -11.7706 / -11.7713 eV
Net charge   +1



(10)
Molecular formula: C19H22Br33ClN2
Method: DFT, ωB97M-V/def2-TZVPD

The geometry in XYZ format:
```
77
C19H22Br33ClN2 (ωB97M-V/def2-TZVPD)
C 0.74179 2.39206 0.88192
C 1.58683 1.50621 -0.18721
C 3.05841 2.07873 -0.48293
Cl 3.25611 2.44073 -2.31037
C 4.27022 1.10551 -0.03662
C 4.53086 -0.07811 -1.11277
C 3.98833 0.35968 1.38441
N 3.42723 -0.16098 2.33060
C 5.64247 1.97493 0.22599
C 5.38311 2.79226 1.60961
N 5.06393 3.34536 2.64589
H 0.27210 1.67232 1.65888
H -0.07520 2.99836 0.33765
H 1.37946 3.14581 1.45877
H 0.97388 1.55672 -1.17052
H 1.54665 0.41359 0.15140
H 3.16066 3.10893 0.04003
H 3.60620 -0.31198 -1.75419
H 4.75645 -1.04029 -0.49994
H 5.43455 0.09512 -1.80069
H 5.86835 2.68414 -0.64743
H 6.51076 1.23357 0.43665
C 0.68800 -1.88522 -3.24490
Br 0.98121 -2.55150 -5.04385
Br 1.37435 -3.10617 -1.90129
Br 1.39357 -0.09233 -3.01503
H -0.39063 -1.82440 -3.09955
C -2.35109 1.50032 -4.16509
Br -2.58870 -0.35816 -4.67302
Br -2.33805 1.72008 -2.23368
Br -0.78888 2.28069 -5.01428
H -3.21763 2.04581 -4.53809
C -4.99110 2.41580 0.80329
Br -6.24952 3.00596 2.15659
Br -5.40411 3.17356 -0.93732
Br -3.15638 2.74868 1.34147
H -5.10343 1.33456 0.71203
C 9.05190 -0.97311 -1.04143
Br 7.97055 0.45831 -1.78259
Br 8.49737 -1.43461 0.76016
Br 9.09110 -2.52485 -2.20447
H 10.07322 -0.59897 -0.97475
C -7.67611 -1.23870 0.55435
Br -8.93660 -0.65327 1.90875
Br -8.07399 -0.47264 -1.18302
Br -5.83964 -0.90533 1.08465
H -7.78880 -2.31803 0.46021
C -1.35621 2.91262 5.04583
Br -1.59154 1.06457 4.49876
Br -1.45733 3.11168 6.97332
Br 0.27624 3.67319 4.32796
H -2.18584 3.47916 4.62293
C -7.66453 0.29522 -5.44051
Br -8.37007 -0.16238 -7.18905
Br -9.06703 0.85568 -4.22134
Br -6.59244 -1.14077 -4.69638
H -7.00176 1.14921 -5.57773
C 4.28683 6.51964 5.21582
Br 2.86656 6.62722 3.89852
Br 5.93445 7.31201 4.56555
Br 3.74741 7.27303 6.92068
H 4.48628 5.46105 5.38327
C -5.96552 -5.27731 0.03198
Br -7.22881 -4.69556 1.38558
Br -6.36742 -4.50744 -1.70360
Br -4.13133 -4.93829 0.56501
H -6.07561 -6.35718 -0.06423
C 11.16088 -6.21693 -2.97003
Br 9.62752 -6.21478 -4.15958
Br 12.71539 -5.39990 -3.79532
Br 10.74424 -5.40600 -1.25760
H 11.41323 -7.25916 -2.77667
C -10.13713 -5.10603 4.40364
Br -9.02674 -5.84534 5.81293
Br -12.02667 -5.36014 4.76507
Br -9.71360 -3.24475 4.05287
H -9.90923 -5.66142 3.49405
```

HOMO energy   -10.0209 eV



no.,E (eV)
1,-52822.7901
2,-9844.1917
3,-17556.9628
4,-36384.8241
5,-9315.9147
6,-157987.8206
7,-7951.6480
8,-54827.0530
9,-12201.1647
10,-2346957.4898